Record 1
13
Properties=species:S:1:pos:R:3:forces:R:3 method="wB97M-V/def2-TZVPD" relative_energy_kj_mol=263.59 total_energy_ev=-5757.1322 total_charge=+1 mol_weight_g_mol=70.11 multiplicity=1
C -0.02584 1.49608 -0.07052 0.122 0.369 -0.050
C 0.43251 0.19676 0.06470 0.232 -0.568 0.543
C 1.85434 -0.10805 0.46166 0.158 0.497 -0.764
C -1.78645 -0.70562 -0.38005 0.469 0.070 -0.483
N -0.39095 -0.82365 -0.05557 -0.426 0.019 -0.166
H -1.07044 1.77191 -0.02402 -0.153 -0.104 -0.213
H 1.94933 -0.02648 1.54112 0.034 -0.248 0.094
H 0.68215 2.30645 -0.19003 0.065 0.129 0.121
H 2.15668 -1.08072 0.08025 -0.135 -0.070 0.313
H 2.53054 0.62656 0.02169 0.009 0.059 0.066
H -2.16600 -1.69172 -0.61825 -0.192 -0.049 0.391
H -2.29007 -0.22791 0.46740 -0.230 -0.224 0.105
H -1.96338 -0.07826 -1.25738 0.046 0.120 0.043

***

Record 2
13
Properties=species:S:1:pos:R:3:forces:R:3 method="wB97M-V/def2-TZVPD" relative_energy_kj_mol=78.76 total_energy_ev=-5759.0478 total_charge=+1 mol_weight_g_mol=70.11 multiplicity=1
C 0.27532 -0.70918 1.15876 1.350 -1.000 -0.074
C -0.17463 -0.46233 -0.23361 0.647 0.001 -0.083
C -0.76377 -1.31553 -1.06506 -0.114 0.799 0.161
C 0.52515 1.85163 -0.05420 0.043 -0.327 1.170
N -0.00029 0.89200 -0.71979 -0.866 -0.143 -0.153
H -0.06327 -0.06393 1.96644 -0.409 0.252 -0.335
H 1.37283 -0.69372 1.18002 -0.023 0.166 0.108
H 0.05191 -1.74420 1.40844 -0.268 0.061 0.088
H -1.15362 -0.91312 -1.99283 0.174 -0.507 -0.281
H -0.95074 -2.33764 -0.77840 -0.167 0.002 -0.030
H 0.06748 2.82660 0.08959 0.524 0.437 -1.465
H 1.33842 1.60213 0.61680 -0.378 -0.195 0.487
H -0.52478 1.06727 -1.57616 -0.513 0.454 0.406

***

Record 3
13
Properties=species:S:1:pos:R:3:forces:R:3 method="wB97M-V/def2-TZVPD" relative_energy_kj_mol=23.04 total_energy_ev=-5755.4695 total_charge=+1 mol_weight_g_mol=70.11 multiplicity=3
C 1.77771 0.00172 -0.15644 -0.929 -0.039 1.856
C 0.64609 -1.00709 0.13089 0.897 0.265 -1.781
C 0.63812 1.00271 0.13028 0.858 -0.210 -1.709
C -1.74056 -0.00570 -0.01662 -0.827 0.033 0.217
N -0.33926 -0.00296 -0.44066 -0.027 -0.093 1.562
H 2.63674 -0.00484 0.50976 -0.085 0.035 -0.028
H 2.10654 0.00321 -1.19326 -0.073 0.016 -0.190
H 0.44086 -1.36263 1.12797 -0.243 -0.289 -0.041
H 0.40826 1.38598 1.11083 -0.150 0.271 -0.010
H -2.18082 0.97081 -0.21920 0.083 -0.045 -0.027
H -2.29444 -0.76716 -0.56606 0.141 0.018 0.020
H -1.81186 -0.21771 1.04960 0.138 0.048 -0.069
H -0.28737 0.00364 -1.46709 0.217 -0.010 0.201

***

Record 4
13
Properties=species:S:1:pos:R:3:forces:R:3 method="wB97M-V/def2-TZVPD" relative_energy_kj_mol=265.46 total_energy_ev=-5752.9571 total_charge=+1 mol_weight_g_mol=70.11 multiplicity=3
C 1.61810 0.08317 -0.30656 6.515 -6.369 -2.750
C 0.83083 1.09248 0.08421 -7.019 8.126 3.198
C 0.67260 -0.93632 0.09649 1.196 -4.037 -0.539
C -1.52053 0.15754 -0.25795 0.907 -0.546 -1.458
N -0.25205 0.09382 0.50256 -1.617 1.391 4.965
H 2.60670 -0.02165 -0.67869 0.463 0.193 -0.147
H 0.77144 2.21531 0.29307 0.298 -2.075 -0.239
H 0.24401 -1.47480 -0.82813 0.608 0.085 1.534
H 0.98459 -1.65933 0.97392 -0.688 1.049 -1.953
H -1.34965 0.07943 -1.33130 1.049 0.781 -0.136
H -2.20576 -0.64143 -0.26983 -0.565 -1.572 1.691
H -2.01751 1.03349 -0.06379 -1.078 2.121 0.588
H -0.38277 -0.02171 1.78599 -0.069 0.853 -4.755

***

Record 5
13
Properties=species:S:1:pos:R:3:forces:R:3 method="wB97M-V/def2-TZVPD" relative_energy_kj_mol=350.41 total_energy_ev=-5752.0766 total_charge=+1 mol_weight_g_mol=70.11 multiplicity=3
C 2.15500 0.20396 -1.12759 1.135 -0.476 -0.207
C 1.08861 -0.18585 -0.69008 -3.383 -0.053 0.694
C -1.08737 0.92546 -0.43452 -2.878 -1.034 3.487
C -0.23231 -0.28833 -0.20212 5.567 4.136 2.411
N -0.06919 -0.74186 1.31002 -1.517 -1.154 -4.240
H 3.16946 0.42042 -1.33318 0.348 0.224 -0.377
H -1.17270 1.68882 0.43735 0.106 -1.795 -0.595
H -0.61017 1.53601 -1.06245 1.605 1.924 -3.263
H -2.12496 0.69601 -0.74521 0.504 0.075 -0.033
H -1.01733 -1.57093 -0.84718 -1.361 -2.135 -0.887
H 0.11399 -1.72222 1.18945 -0.948 -1.379 0.459
H -0.93450 -0.48180 1.70459 -1.161 -0.230 1.389
H 0.72148 -0.47969 1.80091 1.983 1.898 1.161

***

Record 6
14
Properties=species:S:1:pos:R:3:forces:R:3 method="wB97M-V/def2-TZVPD" relative_energy_kj_mol=221.87 total_energy_ev=-7255.5759 total_charge=0 mol_weight_g_mol=84.12 multiplicity=1
C -0.72680 1.10580 -0.78424 0.079 -0.047 0.049
C 0.12530 -0.05545 -0.44547 0.068 -0.220 -0.249
C 1.54462 0.09737 -0.02022 -0.049 0.074 0.082
N -0.35835 -1.25458 -0.55707 -0.026 0.206 0.225
C -1.21245 -0.10902 1.97215 0.138 -0.699 1.006
N -1.00381 -0.88125 2.83251 -0.082 0.625 -0.929
H -1.36597 1.14703 0.12043 0.035 0.144 -0.185
H -1.32956 0.93490 -1.68003 0.036 -0.029 0.150
H -0.15009 2.02681 -0.86768 -0.057 -0.155 -0.047
H 2.18867 -0.18832 -0.86284 -0.096 0.041 0.119
H 1.75787 -0.54600 0.83718 -0.059 0.042 -0.105
H 1.76176 1.13191 0.24462 -0.072 -0.147 -0.009
H 0.12932 -2.03578 -0.13315 -0.042 0.130 -0.044
H -1.36052 -1.37343 -0.65619 0.127 0.034 -0.063